Entry 1:
DFT (ωB97M-V/def2-TZVPD) results for 2 unconnected molecules or ions with the total composition C2H8NOS at a distorted geometry.

Structure (ORCA input):
```
! wB97M-V def2-TZVPD RIJCOSX def2/J DEFGRID3
* xyz 1 1
C -0.260 1.501 -0.352
C -0.447 -1.308 -1.004
N 0.185 -0.403 1.451
O 3.154 -0.174 0.035
S 0.603 -0.126 -0.016
H 0.056 2.072 -1.178
H 0.090 2.098 0.492
H -1.310 1.471 -0.218
H -1.323 -0.920 -0.536
H -0.365 -2.349 -0.756
H -0.545 -1.151 -2.103
H 0.807 -0.648 2.175
H -0.645 -0.062 2.009
*
```

LUMO (alpha / beta): -6.35 / -6.38 eV
orbital gap (alpha / beta): 9.40 / 9.39 eV
relative energy (zero: lowest compared OMol25 entry of this formula, charge and spin): 170.30 kcal per mole
M: 94.16 g/mol
DFT total energy: -608.67386 a.u.

Entry 2:
DFT (ωB97M-V/def2-TZVPD) results for a molecular structure, C18H35CsN6O3P2 at a distorted geometry.

Structure (ORCA input):
```
! wB97M-V def2-TZVPD RIJCOSX def2/J DEFGRID3
* xyz 0 1
Cs -0.568 1.901 -0.922
C -2.659 3.613 0.515
C -2.142 4.440 -0.486
C -0.850 4.819 -0.106
C -0.570 4.222 1.125
C -1.687 3.474 1.508
H -3.671 3.228 0.553
H -2.680 4.797 -1.359
H -0.215 5.522 -0.635
H 0.331 4.371 1.714
H -1.806 2.938 2.448
C 4.867 0.662 1.218
N 3.852 1.479 0.588
C 3.295 2.492 1.469
P 2.780 0.786 -0.477
O 1.827 1.738 -1.035
O 2.067 -0.368 0.472
P 0.708 -1.148 0.106
O 0.061 -0.702 -1.125
N -0.189 -0.990 1.506
C 0.326 -0.464 2.750
C -1.631 -0.967 1.389
N 1.301 -2.717 -0.017
C 1.983 -3.276 1.130
C 0.462 -3.677 -0.700
N 3.677 -0.052 -1.598
C 3.485 0.356 -2.975
C 3.992 -1.459 -1.468
H 5.649 1.314 1.611
H 5.302 0.004 0.471
H 4.469 0.067 2.049
H 4.078 3.210 1.723
H 2.900 2.061 2.397
H 2.494 3.010 0.945
H 1.411 -0.547 2.761
H -0.073 -1.039 3.593
H 0.050 0.589 2.886
H -1.911 -1.171 0.359
H -2.041 0.010 1.663
H -2.076 -1.731 2.037
H 2.583 -2.502 1.601
H 2.641 -4.082 0.799
H 1.282 -3.684 1.865
H -0.169 -3.142 -1.404
H -0.167 -4.237 -0.001
H 1.093 -4.385 -1.242
H 3.120 1.379 -2.987
H 2.762 -0.288 -3.486
H 4.439 0.305 -3.504
H 4.063 -1.735 -0.419
H 4.948 -1.658 -1.959
H 3.221 -2.081 -1.937
N -6.739 -2.409 -1.051
C -5.671 -1.563 -1.149
C -5.613 -0.378 -0.411
C -4.481 0.405 -0.492
N -3.426 0.102 -1.236
C -3.481 -1.019 -1.941
C -4.560 -1.878 -1.935
H -7.589 -2.051 -0.651
H -6.847 -3.116 -1.757
H -6.445 -0.082 0.206
H -4.405 1.322 0.074
H -2.601 -1.247 -2.529
H -4.554 -2.776 -2.531
*
```

LUMO: 0.12 eV
orbital gap: 6.04 eV
relative energy (zero: lowest compared OMol25 entry of this formula, charge and spin): 24.81 kcal per mole
M: 578.37 g/mol
DFT total energy: -1964.10906 a.u.

Entry 3:
DFT (ωB97M-V/def2-TZVPD) results for 10 unconnected molecules or ions with the total composition H20O10 at a distorted geometry.

Structure (ORCA input):
```
! wB97M-V def2-TZVPD RIJCOSX def2/J DEFGRID3
* xyz -1 2
O -0.380 -3.144 0.715
H 0.263 -3.076 1.420
H -0.400 -2.270 0.324
O 0.132 -0.197 -0.184
H 0.758 0.445 0.151
H -0.261 0.226 -0.947
O 0.544 1.323 -2.623
H 1.466 1.229 -2.383
H 0.396 0.640 -3.276
O -3.315 1.071 0.464
H -2.878 0.871 -0.364
H -2.656 0.885 1.133
O -2.386 0.534 -2.039
H -3.009 1.112 -2.480
H -1.731 0.331 -2.707
O 1.930 -1.608 2.773
H 1.202 -1.013 2.951
H 2.300 -1.295 1.948
O -0.204 0.273 3.321
H -0.957 0.543 3.846
H 0.023 1.049 2.809
O -0.459 -1.169 -3.580
H -0.101 -1.899 -3.074
H -0.519 -1.504 -4.474
O 3.217 -1.031 0.372
H 2.918 -0.679 -0.466
H 3.968 -0.486 0.607
O 0.269 2.628 1.956
H 0.339 3.323 1.302
H -0.469 2.889 2.506
*
```

LUMO (alpha / beta): 2.62 / 2.60 eV
orbital gap (alpha / beta): 2.56 / 10.16 eV
relative energy (zero: lowest compared OMol25 entry of this formula, charge and spin): 9.15 kcal per mole
M: 180.15 g/mol
DFT total energy: -764.38569 a.u.

Entry 4:
DFT (ωB97M-V/def2-TZVPD) results for 2 unconnected molecules or ions with the total composition C12H16N2 at a distorted geometry.

Structure (ORCA input):
```
! wB97M-V def2-TZVPD RIJCOSX def2/J DEFGRID3
* xyz 0 1
C 2.695 0.471 -2.377
C 2.166 -1.261 -0.628
C 1.754 -0.489 -1.708
C 1.294 -2.196 -0.074
C 0.038 -2.450 -0.593
C 0.428 -0.580 -2.141
C -0.365 -1.565 -1.593
H 3.170 -1.145 -0.241
H 1.672 -2.829 0.727
H 3.751 0.609 -2.160
H 2.246 1.456 -2.175
H -0.541 -3.325 -0.342
H -0.001 0.142 -2.820
H -1.430 -1.537 -1.817
H 2.640 0.394 -3.468
C 0.056 1.285 1.162
C -0.087 2.804 1.219
C -1.258 0.591 1.327
C -1.565 -0.437 2.157
C -3.362 0.222 1.094
N -2.398 0.978 0.668
N -2.921 -0.645 2.053
H 0.464 1.047 0.175
H 0.773 0.936 1.906
H -0.969 3.136 0.666
H -0.983 -1.028 2.843
H -4.417 0.403 0.958
H -3.358 -1.524 2.271
H 0.741 3.295 0.704
H -0.233 3.244 2.208
*
```

LUMO: 0.85 eV
orbital gap: 9.23 eV
relative energy (zero: lowest compared OMol25 entry of this formula, charge and spin): 15.71 kcal per mole
M: 188.27 g/mol
structure (SMILES): CCc1c[nH]cn1.Cc1ccccc1
DFT total energy: -576.35496 a.u.